[1]
Computed, not measured: a cluster of 4 separate species, H8O4 in total at a distorted geometry, with the ωB97M-V functional and the def2-TZVPD basis.

Element x y z (Å)
O: 5.266 11.842 -13.478
H: 4.314 11.751 -13.520
H: 5.441 12.137 -12.585
O: 8.651 13.257 -10.432
H: 9.442 13.683 -10.762
H: 8.458 13.710 -9.611
O: 6.029 12.674 -11.066
H: 6.893 12.988 -10.797
H: 5.424 13.072 -10.439
O: 8.553 10.345 -10.751
H: 8.460 11.239 -10.421
H: 9.383 10.352 -11.228

## Properties
Highest occupied orbital energy (spin up / spin down) ... 0.01629 / -0.27029 Ha
Electronic energy ... -8319.34914 eV
Total charge ... -1
Spin multiplicity ... 2
LUMO level (spin up / spin down) ... 3.824 / 3.830 eV
HOMO-LUMO gap (spin up / spin down) ... 3.381 / 11.185 eV



[2]
Computed, not measured: a structure of composition C13H21N2O3Ti at a distorted geometry, with the ωB97M-V functional and the def2-TZVPD basis.

Element x y z (Å)
Ti: 0.512 0.282 -0.238
C: 1.769 -1.918 1.724
O: 1.511 -0.469 1.469
C: 2.078 0.462 2.430
C: 0.915 1.384 2.726
O: 0.444 1.681 1.302
C: -0.279 2.958 1.083
C: 0.179 3.189 -0.280
O: -0.130 1.870 -1.028
C: -1.171 2.004 -2.132
H: 2.813 -2.013 1.988
H: 1.134 -2.305 2.486
H: 1.487 -2.486 0.850
H: 2.481 -0.146 3.267
H: 2.871 0.977 1.914
H: 0.106 0.780 3.184
H: 1.106 2.264 3.268
H: -1.330 2.759 1.354
H: 0.099 3.835 1.692
H: -0.295 3.952 -0.894
H: 1.282 3.277 -0.330
H: -1.694 2.901 -2.024
H: -0.602 1.853 -3.067
H: -1.788 1.137 -1.917
N: 2.382 0.216 -1.479
H: 3.100 0.964 -1.284
H: 2.177 0.145 -2.516
H: 2.984 -0.611 -1.357
N: -3.789 -5.048 -2.149
C: -3.110 -4.174 -1.764
C: -2.414 -3.009 -1.297
C: -1.547 -2.321 -2.213
C: -0.826 -1.266 -1.638
C: -0.867 -0.954 -0.294
C: -1.809 -1.680 0.588
C: -2.651 -2.616 0.062
H: -1.576 -2.610 -3.253
H: -0.167 -0.697 -2.310
H: -1.969 -1.322 1.552
H: -3.413 -3.244 0.526

## Properties
Highest occupied orbital energy (spin up / spin down) ... -0.70614 / -0.70617 Ha
Electronic energy ... -46028.16173 eV
Total charge ... +3
LUMO level (spin up / spin down) ... -12.188 / -12.187 eV
HOMO-LUMO gap (spin up / spin down) ... 7.027 / 7.028 eV



[3]
Computed, not measured: a structure of composition C39H34Br2N8O2SeSn, with the ωB97M-V functional and the def2-TZVPD basis.

Element x y z (Å)
Sn: 0.081 -0.541 -0.535
C: 2.186 1.449 -4.027
C: 0.870 0.721 -3.963
C: 0.814 -0.659 -4.109
C: -0.385 -1.341 -3.977
C: -1.550 -0.649 -3.699
C: -1.506 0.731 -3.565
C: -0.306 1.408 -3.699
H: 2.993 0.823 -3.643
H: 2.153 2.357 -3.422
H: 2.435 1.734 -5.053
H: 1.729 -1.218 -4.272
H: -0.400 -2.422 -4.043
H: -2.476 -1.182 -3.524
H: -2.406 1.272 -3.300
H: -0.265 2.477 -3.523
Br: -4.499 8.352 2.429
C: -4.627 6.523 2.965
C: -4.342 6.164 4.273
C: -4.496 4.849 4.669
C: -4.940 3.849 3.779
C: -5.132 4.238 2.430
C: -5.009 5.559 2.042
N: -5.395 2.673 4.311
N: -5.560 1.594 3.623
C: -4.733 1.145 2.672
C: -5.306 0.111 1.860
C: -4.698 -0.441 0.785
C: -3.329 -0.117 0.459
O: -2.737 -0.562 -0.517
C: -2.628 0.750 1.448
N: -1.302 0.788 1.306
C: -0.561 1.482 2.152
C: -1.143 2.194 3.202
C: -2.513 2.167 3.364
C: -3.314 1.421 2.478
H: -4.020 6.914 4.984
H: -4.326 4.576 5.703
H: -5.437 3.495 1.705
H: -5.217 5.847 1.018
H: -6.318 -0.166 2.137
H: -5.183 -1.179 0.159
H: 0.516 1.453 1.990
H: -0.519 2.749 3.890
H: -2.962 2.690 4.195
Br: 3.163 -0.059 1.217
O: -0.257 -2.191 0.257
C: -1.994 3.899 -0.200
N: -1.144 4.848 0.494
C: -1.566 5.848 1.344
C: -0.464 6.506 1.758
N: 0.624 5.895 1.157
C: 2.014 6.227 1.355
C: 0.207 4.859 0.378
Se: 1.249 3.670 -0.519
H: -3.024 4.075 0.103
H: -1.701 2.883 0.054
H: -1.880 4.021 -1.278
H: -2.603 5.993 1.585
H: -0.358 7.337 2.431
H: 2.073 7.063 2.052
H: 2.477 6.496 0.405
H: 2.551 5.365 1.752
N: 5.475 -6.817 -1.453
C: 5.740 -8.165 -1.416
C: 6.914 -8.902 -1.504
C: 6.797 -10.279 -1.425
C: 5.549 -10.896 -1.262
C: 4.385 -10.153 -1.173
C: 4.482 -8.766 -1.250
N: 3.495 -7.802 -1.186
C: 4.117 -6.659 -1.309
C: 3.492 -5.328 -1.301
C: 4.223 -4.179 -1.587
C: 3.569 -2.956 -1.566
N: 2.283 -2.828 -1.280
C: 1.581 -3.918 -0.972
C: 2.147 -5.189 -0.987
H: 6.141 -6.071 -1.527
H: 7.879 -8.426 -1.627
H: 7.688 -10.892 -1.488
H: 5.499 -11.976 -1.203
H: 3.419 -10.624 -1.044
H: 5.281 -4.205 -1.822
H: 4.110 -2.034 -1.753
H: 0.563 -3.686 -0.639
H: 1.563 -6.064 -0.736

## Properties
Highest occupied orbital energy ... -0.06481 Ha
Electronic energy ... -268275.05657 eV
Total charge ... -2
LUMO level ... 3.454 eV
HOMO-LUMO gap ... 5.217 eV



[4]
Computed, not measured: a cluster of 5 separate species, C3H15NO4 in total at a distorted geometry, with the ωB97M-V functional and the def2-TZVPD basis.

Element x y z (Å)
C: -2.099 0.002 -0.844
N: -1.365 -1.183 -1.188
C: 1.530 -1.227 0.325
O: 1.250 -0.765 -0.975
C: -1.367 0.884 0.207
H: -2.285 0.616 -1.730
H: -3.056 -0.340 -0.424
H: -0.434 -0.947 -1.580
H: 2.566 -1.091 0.656
H: 1.242 -2.288 0.324
H: 1.469 0.240 -1.036
H: -1.998 1.714 0.508
H: -1.088 0.301 1.069
H: -0.433 1.236 -0.252
H: 1.531 1.836 0.415
H: 1.984 2.320 1.892
O: 1.460 1.656 1.439
H: 2.126 2.290 -1.520
H: -1.288 -2.645 1.761
O: 1.495 1.743 -1.036
H: 0.906 -0.719 1.044
H: -1.213 -1.749 -0.315
O: -0.934 -1.885 1.260

## Properties
Highest occupied orbital energy ... -0.33886 Ha
Electronic energy ... -13026.09104 eV
Total charge ... 0
LUMO level ... -5.257 eV
HOMO-LUMO gap ... 3.964 eV



[5]
Computed, not measured: a cluster of 12 separate species, C19H53IN3O11PS2 in total at a distorted geometry, with the ωB97M-V functional and the def2-TZVPD basis.

Element x y z (Å)
C: 0.172 3.298 0.156
C: 0.237 1.684 -0.248
C: 1.077 0.767 0.819
C: 2.699 0.733 0.591
I: 3.578 0.646 2.642
C: 3.335 2.082 -0.093
N: 3.757 3.216 -0.609
C: 3.214 -0.541 -0.356
C: 2.100 -0.892 -1.548
N: 1.113 -1.295 -2.323
N: 4.474 -0.091 -1.120
C: 5.611 -0.438 -0.425
S: 6.964 -0.378 0.657
P: 3.542 -2.146 0.624
S: 1.962 -2.834 1.544
H: 0.516 3.502 1.260
H: 0.994 3.817 -0.536
H: -0.845 3.808 -0.127
H: -0.896 1.312 -0.182
H: 0.559 1.501 -1.366
H: 0.625 -0.332 0.752
H: 0.856 1.141 1.909
H: 4.596 -2.057 1.608
H: 3.964 -3.154 -0.359
C: -2.208 -2.887 -2.545
O: -1.336 -3.959 -2.853
H: -3.230 -3.267 -2.483
H: -1.925 -2.450 -1.584
H: -2.149 -2.131 -3.332
H: -0.437 -3.592 -2.901
C: -3.488 3.072 -1.377
O: -2.511 4.092 -1.283
H: -3.096 2.161 -0.919
H: -4.392 3.384 -0.848
H: -3.716 2.880 -2.428
H: -2.887 4.887 -1.698
C: -7.974 3.023 -1.034
O: -6.780 3.355 -1.719
H: -7.834 2.071 -0.518
H: -8.204 3.801 -0.303
H: -8.792 2.929 -1.752
H: -6.934 4.204 -2.167
C: -6.782 -1.048 0.281
O: -5.804 -0.029 0.375
H: -6.390 -1.959 0.739
H: -7.686 -0.737 0.810
H: -7.009 -1.241 -0.770
H: -6.180 0.767 -0.040
C: -1.634 8.118 -0.753
O: -1.948 6.791 -1.132
H: -2.510 8.750 -0.914
H: -1.361 8.141 0.305
H: -0.804 8.485 -1.362
H: -1.152 6.253 -0.977
C: 3.317 -6.239 -0.032
O: 2.622 -6.317 1.199
H: 3.860 -7.173 -0.193
H: 2.603 -6.091 -0.846
H: 4.026 -5.409 0.001
H: 2.150 -5.475 1.314
C: 1.759 -2.853 5.553
O: 1.188 -1.768 4.845
H: 2.044 -2.515 6.552
H: 1.026 -3.659 5.638
H: 2.647 -3.207 5.024
H: 0.945 -2.097 3.963
C: 5.477 3.588 -4.226
O: 4.834 2.327 -4.203
H: 5.799 3.804 -5.247
H: 4.777 4.360 -3.896
H: 6.349 3.565 -3.568
H: 4.559 2.162 -3.285
C: 8.085 0.680 -3.443
O: 7.418 -0.454 -2.919
H: 9.149 0.607 -3.204
H: 7.959 0.709 -4.528
H: 7.674 1.586 -2.993
H: 6.477 -0.361 -3.146
C: -0.307 -5.880 3.875
O: -0.863 -4.766 3.201
H: -1.118 -6.520 4.231
H: 0.324 -6.446 3.186
H: 0.283 -5.535 4.727
H: -0.120 -4.217 2.897
C: -5.398 -1.908 3.625
O: -5.712 -3.236 3.246
H: -6.274 -1.276 3.463
H: -5.125 -1.886 4.683
H: -4.569 -1.541 3.016
H: -4.917 -3.773 3.400

## Properties
Highest occupied orbital energy ... -0.36184 Ha
Electronic energy ... -86601.02652 eV
Total charge ... 0
LUMO level ... -2.140 eV
HOMO-LUMO gap ... 7.706 eV



[6]
Computed, not measured: a structure of composition C17H17N4O6Sc at a distorted geometry, with the ωB97M-V functional and the def2-TZVPD basis.

Element x y z (Å)
Sc: 0.549 0.844 0.447
O: -3.386 -2.216 2.665
C: -2.288 -2.993 2.617
C: -2.344 -4.213 3.294
C: -1.258 -5.061 3.294
C: -0.081 -4.723 2.622
C: -0.027 -3.519 1.952
C: -1.113 -2.637 1.929
C: -0.954 -1.369 1.186
O: 0.193 -1.145 0.600
N: -1.953 -0.519 1.166
N: -1.579 0.610 0.428
C: -2.466 1.464 0.099
C: -2.181 2.592 -0.786
C: -3.247 3.434 -1.128
C: -3.103 4.443 -2.053
C: -1.859 4.599 -2.677
C: -0.795 3.778 -2.363
C: -0.925 2.781 -1.392
O: 0.117 2.024 -1.073
H: -3.193 -1.396 2.147
H: -3.259 -4.464 3.816
H: -1.324 -6.001 3.829
H: 0.773 -5.387 2.631
H: 0.874 -3.226 1.431
H: -3.488 1.314 0.443
H: -4.208 3.268 -0.649
H: -3.936 5.087 -2.300
H: -1.725 5.378 -3.418
H: 0.170 3.897 -2.838
O: 1.918 0.857 3.651
N: 1.463 0.782 2.565
O: 0.543 1.701 2.234
C: 4.774 0.246 -2.882
N: 3.668 0.101 -1.923
C: 2.737 -1.032 -1.980
C: 3.484 1.026 -1.002
O: 2.587 0.960 -0.148
H: 4.730 -0.588 -3.576
H: 5.737 0.219 -2.377
H: 4.681 1.168 -3.452
H: 3.096 -1.723 -2.737
H: 1.738 -0.698 -2.253
H: 2.683 -1.535 -1.018
H: 4.175 1.871 -1.019

## Properties
Highest occupied orbital energy ... -0.29296 Ha
Electronic energy ... -56853.39800 eV
Total charge ... 0
LUMO level ... 0.073 eV
HOMO-LUMO gap ... 8.045 eV